Entry 1:
Density functional theory data (ωB97M-V with the def2-TZVPD basis set) for an isolated molecule of C5H13N at a distorted geometry.

SMILES: CCCN(C)C
multiplicity: 1
HOMO energy: -8.0052 eV
E_LUMO: 0.0409 hartree
largest force on an atom: 1.36 eV/Å
energy: -253.028047 a.u.
Kohn-Sham gap: 0.3351 hartree

Positions of all 19 atoms, in Å:
1 C -2.732 0.225 -0.252
2 C -1.384 0.146 0.477
3 C -0.213 -0.034 -0.465
4 N 1.061 -0.141 0.223
5 C 1.791 -1.379 0.068
6 C 1.841 1.079 0.268
7 H -2.752 1.127 -0.862
8 H -2.918 -0.620 -0.925
9 H -3.579 0.298 0.437
10 H -1.376 -0.566 1.301
11 H -1.306 1.130 0.943
12 H -0.168 0.738 -1.242
13 H -0.358 -0.956 -1.028
14 H 1.189 -2.215 0.448
15 H 2.632 -1.353 0.769
16 H 2.042 -1.645 -0.970
17 H 1.455 1.754 1.025
18 H 2.880 0.852 0.511
19 H 1.893 1.560 -0.724

Entry 2:
Density functional theory data (ωB97M-V with the def2-TZVPD basis set) for an isolated molecule of C5H3NO at a distorted geometry.

multiplicity: 1
HOMO energy (alpha / beta): -9.3286 / -8.9488 eV
E_LUMO (alpha / beta): -0.0680 / -0.0226 hartree
largest force on an atom: 1.37 eV/Å
energy: -322.117753 a.u.
Kohn-Sham gap (alpha / beta): 0.2748 / 0.3063 hartree

Positions of all 10 atoms, in Å:
1 C -2.102 -0.672 -0.882
2 C -1.023 -0.368 -0.424
3 C 0.227 0.083 0.077
4 C 1.497 -0.489 -0.372
5 O 2.523 -0.517 0.269
6 N 1.003 0.666 1.929
7 C 0.204 1.130 1.109
8 H -3.057 -0.966 -1.268
9 H 1.454 -0.885 -1.403
10 H -0.574 1.885 1.215

Entry 3:
Density functional theory data (ωB97M-V with the def2-TZVPD basis set) for an isolated molecule of C23H25NO5.

SMILES: CCCCCCc1cc2cc(C(=O)Nc3cccc(OC)c3)c(=O)oc2cc1O
multiplicity: 1
HOMO energy: -7.9766 eV
E_LUMO: -0.0198 hartree
largest force on an atom: 0.99 eV/Å
energy: -1322.439329 a.u.
Kohn-Sham gap: 0.2734 hartree

Positions of all 54 atoms, in Å:
1 C 4.671 0.837 -2.275
2 C 4.715 -0.668 -2.515
3 C 3.878 -1.474 -1.508
4 C 4.706 -2.194 -0.439
5 C 5.416 -1.293 0.574
6 C 4.544 -0.885 1.772
7 C 3.392 -0.001 1.402
8 C 2.103 -0.475 1.342
9 C 1.030 0.349 0.972
10 C -0.319 -0.084 0.886
11 C -1.317 0.766 0.517
12 C -2.709 0.202 0.465
13 O -2.897 -0.969 0.747
14 N -3.661 1.087 0.096
15 C -5.035 0.892 -0.044
16 C -5.799 1.985 -0.445
17 C -7.166 1.845 -0.597
18 C -7.781 0.633 -0.354
19 C -7.019 -0.465 0.049
20 O -7.708 -1.618 0.267
21 C -6.990 -2.759 0.676
22 C -5.645 -0.335 0.204
23 C -1.004 2.152 0.201
24 O -1.795 3.008 -0.143
25 O 0.299 2.535 0.296
26 C 1.289 1.694 0.664
27 C 2.582 2.195 0.739
28 C 3.625 1.361 1.107
29 O 4.891 1.822 1.201
30 H 3.644 1.196 -2.301
31 H 5.235 1.358 -3.046
32 H 5.099 1.095 -1.310
33 H 4.343 -0.860 -3.523
34 H 5.752 -1.008 -2.484
35 H 3.318 -2.240 -2.049
36 H 3.149 -0.817 -1.035
37 H 4.053 -2.884 0.101
38 H 5.458 -2.799 -0.951
39 H 5.797 -0.401 0.083
40 H 6.274 -1.835 0.977
41 H 4.166 -1.785 2.261
42 H 5.179 -0.346 2.480
43 H 1.899 -1.509 1.574
44 H -0.575 -1.109 1.115
45 H -3.335 2.032 -0.109
46 H -5.318 2.933 -0.635
47 H -7.759 2.692 -0.908
48 H -8.846 0.510 -0.467
49 H -7.733 -3.548 0.787
50 H -6.251 -3.059 -0.072
51 H -6.488 -2.595 1.634
52 H -5.031 -1.162 0.512
53 H 2.756 3.236 0.507
54 H 4.919 2.766 1.002

Table of ΔE to the lowest compared entry with this formula, charge and spin (kJ/mol), in record order: 92.0; 456.9; 10.5